Record 1
{"formula": "C8H7NO2", "method": "the ωB97M-V functional and the def2-TZVPD basis", "elements": ["C", "C", "C", "C", "C", "C", "C", "C", "N", "O", "O", "H", "H", "H", "H", "H", "H", "H"], "positions_angstrom": [[0.486181, -0.094686, -1.115191], [-0.096609, 1.129107, -0.568409], [-0.254202, -1.532243, 0.511047], [-1.018754, -0.508929, 1.050379], [0.724110, -1.250695, -0.485495], [-0.760517, 0.835717, 0.748505], [-0.189355, 2.262664, -1.238261], [1.693002, -2.283426, -0.849850], [-1.120245, 1.888258, 1.592276], [-2.132652, 1.814276, 2.200156], [-0.447852, 2.930295, 1.510893], [-0.585604, -2.518126, 0.658830], [-1.651998, -0.572573, 1.840100], [0.382755, 2.481300, -2.013545], [-0.704171, 3.062554, -0.888100], [2.628398, -1.769102, -0.937869], [1.402357, -2.744908, -1.752767], [1.645157, -3.129483, -0.262699]], "forces_ev_per_angstrom": [[0.7233, 1.4887, 0.3776], [-0.7073, -3.2435, 1.8908], [-0.9273, 1.5039, -0.5184], [2.2729, 2.1656, -1.0214], [-1.4063, -0.0978, 0.6883], [1.4122, -1.8567, -3.1960], [-0.5877, -0.5623, 1.6034], [-0.0431, 1.2130, -1.2355], [1.2243, 2.5859, -1.5762], [-2.1398, -0.6169, 1.9730], [-0.0550, -0.8438, 0.4049], [0.0042, -1.3381, 0.4641], [-1.8801, -1.0743, 2.2836], [2.2833, 0.3337, -3.8288], [-1.5237, 2.1516, 1.3432], [0.9109, -0.5080, -0.0741], [-0.0417, 0.0215, -1.7975], [0.4807, -1.3226, 2.2190]], "nbo_charge": [0.180, -0.169, -0.176, -0.192, -0.120, 0.064, -0.205, -0.632, 0.501, -0.362, -0.417, 0.214, 0.234, 0.190, 0.200, 0.234, 0.233, 0.223], "total_charge": 0, "e_above_lowest_kj_mol": 806.9, "total_energy_ha": -513.99424, "homo_lumo_gap_ha": [0.2577, 0.2761]}

=====

Record 2
{"formula": "C43H69N3O4S3SbSeTi", "method": "the ωB97M-V functional and the def2-TZVPD basis", "elements": ["Ti", "C", "C", "C", "C", "C", "C", "C", "Se", "C", "C", "C", "C", "C", "C", "O", "C", "C", "C", "C", "C", "C", "C", "C", "C", "O", "C", "C", "C", "C", "C", "C", "H", "H", "H", "H", "H", "H", "H", "H", "H", "H", "H", "H", "H", "H", "H", "H", "H", "H", "H", "H", "H", "H", "H", "H", "H", "H", "H", "H", "H", "H", "H", "H", "H", "H", "H", "H", "H", "H", "H", "H", "S", "Sb", "S", "S", "C", "C", "O", "C", "C", "H", "H", "H", "H", "H", "H", "H", "H", "H", "H", "C", "N", "C", "C", "O", "N", "C", "C", "H", "H", "H", "H", "H", "H", "H", "H", "H", "H", "H", "H", "N", "C", "C", "C", "C", "C", "C", "H", "H", "H", "H", "H", "H", "H"], "positions_angstrom": [[0.970622, -0.041861, -1.310002], [-5.364276, 3.979095, 0.733601], [-4.085650, 4.679190, 0.253329], [-3.460425, 5.394729, 1.450237], [-4.453901, 5.736867, -0.796282], [-3.135444, 3.652093, -0.359904], [-1.853179, 3.417996, 0.120180], [-1.044007, 2.461391, -0.464079], [0.724031, 2.164305, 0.232072], [0.191779, 0.987096, 1.687730], [-0.505777, 1.475635, 2.767059], [-0.918249, 0.636162, 3.806960], [-0.546592, -0.696044, 3.713584], [0.181040, -1.238912, 2.648308], [0.547650, -0.383639, 1.588319], [1.194153, -0.802787, 0.528243], [0.551658, -2.730642, 2.734323], [1.300403, -3.284631, 1.517390], [-0.724784, -3.569805, 2.908437], [1.458823, -2.946191, 3.957082], [-1.730078, 1.210337, 4.966458], [-0.905821, 2.281323, 5.693650], [-2.126658, 0.140721, 5.983421], [-3.015590, 1.850536, 4.423453], [-1.450881, 1.698969, -1.579585], [-0.665969, 0.785131, -2.091643], [-2.734364, 1.973624, -2.122808], [-3.525632, 2.916528, -1.476579], [-3.307550, 1.341205, -3.406997], [-4.608009, 0.596093, -3.068191], [-2.390696, 0.355530, -4.142268], [-3.617483, 2.468295, -4.405945], [-6.065491, 4.705437, 1.158639], [-5.129621, 3.235654, 1.498639], [-5.866028, 3.463471, -0.087007], [-4.176019, 6.111879, 1.862610], [-2.559357, 5.942631, 1.168502], [-3.193614, 4.692506, 2.243168], [-5.105419, 6.502793, -0.362055], [-4.978268, 5.288140, -1.641761], [-3.556363, 6.221296, -1.184089], [-1.461267, 3.989767, 0.951017], [-0.748071, 2.533066, 2.796209], [-0.833191, -1.367071, 4.513822], [0.730801, -3.174442, 0.594498], [1.483962, -4.351506, 1.693791], [2.253883, -2.786471, 1.351399], [-1.418649, -3.390611, 2.083678], [-1.247718, -3.345119, 3.839408], [-0.471228, -4.635023, 2.916683], [2.387360, -2.382762, 3.846082], [1.713139, -4.007245, 4.054353], [0.979408, -2.625487, 4.883658], [0.011716, 1.849061, 6.098553], [-1.478060, 2.717658, 6.519113], [-0.621963, 3.087759, 5.016407], [-1.251988, -0.321854, 6.446225], [-2.724141, -0.649025, 5.522806], [-2.724341, 0.595700, 6.778314], [-2.796447, 2.653072, 3.717979], [-3.612504, 2.271336, 5.239491], [-3.621303, 1.109938, 3.897114], [-4.511439, 3.109056, -1.889747], [-4.413956, -0.204285, -2.349833], [-5.029545, 0.147356, -3.973700], [-5.362531, 1.257028, -2.637169], [-2.145474, -0.520496, -3.545620], [-1.449613, 0.814740, -4.439445], [-2.920553, 0.024104, -5.043629], [-4.332809, 3.189986, -4.007647], [-4.038727, 2.045762, -5.324127], [-2.704686, 3.006448, -4.666782], [2.501686, 3.023820, -6.012252], [1.625857, 2.561043, -3.935810], [2.587666, 0.512367, -3.113518], [1.863070, 4.209605, -2.354350], [4.183945, -0.488874, 2.049944], [4.613516, 0.842491, 1.476226], [4.030091, 1.001522, 0.204767], [4.624678, 2.022239, -0.593213], [4.483053, 3.408243, 0.004826], [4.598919, -0.613095, 3.054413], [4.520968, -1.316207, 1.423091], [3.096543, -0.547460, 2.110444], [5.711550, 0.896962, 1.390663], [4.304004, 1.658799, 2.143206], [4.099882, 1.973727, -1.546307], [5.682898, 1.764724, -0.757077], [3.437998, 3.596100, 0.256819], [4.762997, 4.152283, -0.743117], [5.105219, 3.559457, 0.891574], [-0.693221, -4.430194, -4.080109], [0.312022, -3.624342, -3.407426], [1.274855, -2.925634, -4.266483], [-0.086789, -2.886262, -2.313006], [0.524585, -1.853429, -2.025798], [-1.234806, -3.251331, -1.609612], [-1.705795, -2.203625, -0.705404], [-1.213854, -4.587922, -1.000461], [-0.256642, -4.840028, -4.988835], [-1.585601, -3.854412, -4.350476], [-1.015388, -5.272815, -3.470807], [1.374867, -3.490805, -5.191028], [2.253096, -2.856622, -3.791971], [0.970565, -1.899671, -4.483227], [-1.751360, -1.249442, -1.226963], [-1.054978, -2.074509, 0.169106], [-2.706955, -2.469112, -0.364036], [-0.191784, -4.943944, -0.848807], [-1.695612, -4.542762, -0.024580], [-1.750233, -5.326928, -1.599924], [3.629872, -2.095877, -1.040578], [4.716854, -2.847044, -1.379078], [4.591440, -4.205949, -1.708544], [5.707931, -4.970605, -1.994494], [6.985011, -4.421926, -1.967400], [7.110969, -3.073130, -1.650707], [6.006531, -2.293164, -1.363257], [2.710637, -2.413836, -1.301468], [3.739205, -1.088694, -1.036944], [3.600594, -4.646876, -1.740880], [5.574383, -6.016592, -2.248958], [7.854919, -5.023489, -2.195586], [8.091451, -2.610185, -1.635748], [6.119659, -1.239177, -1.135941]], "forces_ev_per_angstrom": [[1.0744, 1.2139, -0.2014], [-0.0402, 0.0106, 0.0178], [0.0403, -0.0446, -0.0380], [0.0059, 0.0401, 0.0419], [-0.0374, 0.0257, -0.0127], [0.0535, 0.0075, 0.0483], [-0.1015, 0.0324, -0.0465], [-0.0083, 0.1065, 0.1085], [-0.0507, 0.0241, 0.0674], [-0.0552, 0.0717, 0.0941], [-0.0188, -0.0377, 0.0641], [0.0402, 0.0090, -0.0316], [-0.0238, -0.0445, 0.0075], [-0.0165, -0.0119, 0.2082], [0.2535, 0.0879, -0.2971], [-0.3085, -0.2640, 0.5874], [-0.0192, 0.1292, 0.0000], [0.0665, -0.1142, -0.0308], [-0.0037, -0.0784, -0.0055], [0.0205, -0.0746, 0.0036], [0.0162, -0.0099, -0.0498], [-0.0009, 0.0331, 0.0289], [-0.0182, -0.0155, 0.0446], [-0.0480, 0.0199, 0.0056], [0.1808, -0.1814, -0.2837], [-0.9712, 0.0976, 0.1090], [-0.0695, 0.1337, 0.0478], [-0.0348, -0.0276, -0.0851], [0.0529, 0.0227, 0.1021], [-0.0255, -0.0493, -0.0219], [-0.0013, -0.0100, -0.0591], [-0.0437, 0.0016, -0.0786], [-0.0015, -0.0039, 0.0005], [0.0158, 0.0055, 0.0013], [0.0087, 0.0038, -0.0087], [0.0012, -0.0028, 0.0039], [-0.0057, -0.0090, -0.0297], [-0.0114, -0.0142, -0.0063], [-0.0046, -0.0070, 0.0006], [0.0074, -0.0005, -0.0026], [0.0104, -0.0038, 0.0193], [0.0444, -0.0220, 0.0013], [0.0213, 0.0065, -0.0364], [0.0068, -0.0132, 0.0165], [0.0251, -0.0213, 0.0757], [0.0119, -0.0198, -0.0101], [-0.0293, -0.0146, 0.0195], [0.0164, 0.0108, 0.0256], [-0.0043, 0.0336, 0.0014], [-0.0081, -0.0023, 0.0115], [-0.0125, 0.0093, -0.0228], [0.0042, 0.0075, 0.0032], [-0.0309, 0.0132, -0.0050], [-0.0030, -0.0082, -0.0055], [-0.0053, -0.0065, -0.0039], [-0.0005, -0.0069, -0.0070], [0.0135, 0.0107, -0.0139], [-0.0048, 0.0128, -0.0116], [0.0026, -0.0022, -0.0026], [0.0201, -0.0086, -0.0044], [0.0054, -0.0018, 0.0008], [0.0089, -0.0111, 0.0050], [-0.0015, 0.0024, 0.0183], [0.0169, 0.0015, -0.0028], [-0.0061, 0.0038, 0.0030], [0.0160, 0.0163, 0.0111], [-0.0244, -0.0210, 0.0760], [0.0066, 0.0165, 0.0188], [0.0267, 0.0000, -0.0052], [0.0038, -0.0070, 0.0094], [0.0004, 0.0086, 0.0014], [0.0113, -0.0103, 0.0233], [0.0126, -0.0049, -0.1011], [0.0714, -0.2023, -0.0155], [0.1019, 0.0643, -0.2291], [-0.0315, 0.1205, 0.1343], [-0.0156, -0.0836, 0.1180], [-0.0116, 0.1017, -0.0553], [0.0805, -0.2124, -0.0445], [-0.1120, 0.0731, 0.0765], [0.0325, 0.0913, 0.0128], [0.0069, -0.0083, -0.0044], [0.0234, 0.0261, -0.0065], [0.0386, 0.0544, -0.0232], [0.0035, -0.0366, 0.0002], [0.0044, -0.0020, 0.0024], [0.0372, 0.0063, 0.0255], [0.0215, 0.0381, -0.0010], [0.0244, -0.0044, -0.0179], [-0.0073, -0.0276, -0.0007], [0.0119, -0.0490, 0.0320], [-0.0984, -0.1169, -0.1225], [-0.4307, 0.0554, 0.3943], [0.2125, 0.0070, -0.0284], [0.0272, 0.5085, -0.2883], [-0.2726, -1.2748, -0.4598], [0.3563, -0.3604, 0.0510], [-0.0456, 0.1233, 0.2545], [-0.0571, -0.1018, -0.1308], [0.0200, 0.0189, 0.0157], [0.0574, 0.0540, 0.0000], [0.0581, 0.0220, 0.0136], [0.0274, -0.0100, 0.0208], [-0.0297, -0.0128, 0.0566], [-0.0589, -0.0214, -0.0083], [-0.0288, 0.0224, -0.0738], [-0.0660, 0.0021, -0.1206], [-0.0124, -0.0264, -0.0462], [-0.0211, -0.0170, 0.0086], [0.0321, 0.0495, -0.0160], [-0.0403, 0.0333, 0.0090], [0.1193, 0.0836, 0.0868], [-0.0307, -0.0852, -0.0679], [-0.0292, 0.0564, 0.0030], [0.0352, -0.0856, -0.0325], [-0.0990, 0.0449, 0.0262], [0.0624, 0.0380, 0.0020], [-0.0042, 0.0085, 0.0173], [0.0105, -0.0149, -0.0212], [-0.0538, 0.0477, 0.0378], [0.0032, -0.0145, 0.0100], [0.0118, 0.0019, 0.0017], [0.0035, -0.0072, -0.0040], [0.0024, -0.0192, -0.0037], [-0.0135, -0.0026, -0.0014]], "mulliken_charge": [0.537, -1.614, 2.318, -1.902, -1.849, -0.589, -0.577, 0.131, -0.426, 0.475, -0.677, -0.626, -0.469, 0.628, -0.566, 0.714, 2.673, -2.086, -1.871, -1.738, 2.316, -1.776, -2.256, -1.419, -0.049, -0.124, 0.333, -0.559, 2.514, -1.729, -2.067, -1.840, 0.483, 0.250, 0.266, 0.458, 0.396, 0.151, 0.473, 0.317, 0.359, 0.622, 0.274, 0.188, 0.211, 0.669, -0.020, 0.238, 0.321, 0.499, 0.242, 0.509, 0.278, 0.350, 0.464, 0.303, 0.407, 0.384, 0.434, 0.010, 0.500, 0.320, 0.202, 0.237, 0.497, 0.273, 0.154, 0.353, 0.591, 0.281, 0.484, 0.399, -0.741, 0.512, -0.735, -0.644, -0.497, -0.745, -0.158, 0.134, -1.256, 0.455, 0.144, -0.194, 0.443, 0.245, -0.140, 0.392, 0.105, 0.410, 0.371, -1.076, 0.305, -0.796, -0.767, 1.634, 0.335, 0.205, -1.218, 0.424, 0.266, 0.257, 0.473, 0.100, 0.220, -0.856, -0.261, 0.609, 0.322, 0.430, 0.393, 0.898, 0.546, -0.391, -0.540, -0.569, -0.476, -0.315, -0.871, -0.942, 0.392, 0.357, 0.341, 0.369, 0.445], "multiplicity": 4, "total_charge": -2, "e_above_lowest_kj_mol": 86.8, "total_energy_ha": -6831.04577, "homo_lumo_gap_ha": [0.1367, 0.1993]}

=====

Record 3
{"formula": "HO2P", "method": "the ωB97M-V functional and the def2-TZVPD basis", "elements": ["O", "O", "P", "H"], "positions_angstrom": [[0.759979, 0.329438, -0.005166], [1.495683, -0.828624, -0.002202], [-0.771334, 0.940620, -0.004160], [-1.484327, -0.441434, 0.011528]], "forces_ev_per_angstrom": [[1.3387, 0.0824, -0.0136], [-2.3224, 1.5848, 0.0040], [0.3773, -3.4433, 0.0311], [0.6065, 1.7762, -0.0216]], "nbo_charge": [-0.462, -0.177, 0.730, -0.090], "total_charge": 0, "e_above_lowest_kj_mol": 574.4, "total_energy_ha": -492.23016, "homo_lumo_gap_ha": [0.3273, 0.2864]}

=====

Record 4
{"formula": "C4H7N3O2S", "method": "the ωB97M-V functional and the def2-TZVPD basis", "elements": ["C", "C", "C", "C", "N", "N", "N", "O", "O", "S", "H", "H", "H", "H", "H", "H", "H"], "positions_angstrom": [[1.662809, -0.706721, -3.471537], [0.036695, -0.420341, -0.698654], [-1.363427, 0.239294, 2.341286], [-1.704569, -0.014693, 0.882747], [1.347548, -0.485950, -4.578211], [2.036882, 0.851028, -0.212565], [1.338819, -0.089054, -0.949190], [-0.531486, -1.390973, -1.148078], [-0.476595, 0.439132, 0.169683], [2.324031, -1.212293, -2.025561], [-0.284793, -0.099356, 2.602432], [-1.588576, 1.388575, 2.625008], [-1.999487, -0.327739, 2.980047], [-2.645821, 0.480551, 0.502595], [-1.859396, -1.146580, 0.636495], [1.908467, 0.644438, 0.775709], [1.798901, 1.850682, -0.432206]], "forces_ev_per_angstrom": [[-0.3793, 0.2546, -2.8219], [-0.6460, -1.2977, -0.0431], [0.6302, 2.2132, 0.5785], [0.1665, -1.7494, -0.7423], [0.4082, -0.2624, 2.0835], [0.0883, 0.8058, 0.0251], [1.8756, -0.6976, -1.5035], [0.3499, 0.4191, -0.1294], [-1.6443, 0.2629, 0.5380], [-1.4100, 1.5037, 1.9266], [-1.7833, 0.8838, -0.5928], [1.0062, -2.5930, -0.6106], [-0.6634, -0.4930, 0.4855], [1.3648, -0.0853, 0.3617], [0.5010, 2.0637, 0.5262], [0.0908, 0.3786, -0.2458], [0.0449, -1.6070, 0.1644]], "nbo_charge": [-0.007, 0.859, -0.634, -0.094, -0.274, -0.631, -0.404, -0.626, -0.531, 0.523, 0.220, 0.215, 0.220, 0.205, 0.225, 0.361, 0.372], "smiles": "CCOC(=O)N(N)SC#N", "total_charge": 0, "e_above_lowest_kj_mol": 197.2, "total_energy_ha": -869.47441, "homo_lumo_gap_ha": 0.3527}

=====

Record 5
{"formula": "C4H4CsO", "method": "the ωB97M-V functional and the def2-TZVPD basis", "elements": ["O", "C", "C", "C", "C", "H", "H", "H", "Cs", "H"], "positions_angstrom": [[-1.391612, -1.622573, -0.250929], [-0.626464, -0.643528, 0.055185], [0.601654, -0.366526, -0.498628], [1.458164, 0.629017, 0.047200], [2.313639, 1.276753, 0.634604], [-0.978940, 0.052477, 0.844748], [0.974846, -0.991859, -1.315678], [2.979157, 2.010655, 1.051372], [-5.121425, -4.240544, 0.252751], [-0.209019, 3.896129, -0.820625]], "forces_ev_per_angstrom": [[0.3720, 0.8706, 0.3209], [-1.1166, -1.2424, -0.3229], [0.5774, 0.5770, -0.2773], [0.5410, -0.5944, 0.4863], [-0.2901, 0.3878, -0.2711], [0.1391, -0.0204, 0.0205], [-0.1026, 0.1964, 0.3023], [-0.3097, -0.3078, -0.2337], [0.1907, 0.1354, -0.0244], [-0.0013, -0.0021, -0.0008]], "nbo_charge": [-0.811, 0.301, -0.593, 0.041, -0.456, 0.085, 0.204, 0.211, 0.019, 0.000], "total_charge": -1, "e_above_lowest_kj_mol": 143.0, "total_energy_ha": -249.98650, "homo_lumo_gap_ha": [0.2030, 0.1224]}

=====

Record 6
{"formula": "C3H4P2", "method": "the ωB97M-V functional and the def2-TZVPD basis", "elements": ["C", "C", "C", "P", "P", "H", "H", "H", "H"], "positions_angstrom": [[-0.748315, -0.117476, -0.281193], [0.527770, 0.050849, -0.413733], [1.697741, -0.031567, 0.447003], [3.256859, -0.918759, -0.120046], [3.239913, 1.091768, 0.036357], [-1.362700, 0.113315, -1.077470], [-1.189605, -0.095178, 0.649474], [0.722807, 0.232304, -1.441478], [1.465450, 0.036345, 1.716894]], "forces_ev_per_angstrom": [[-0.3267, 0.6101, 1.3365], [1.7611, -0.1883, -1.2887], [0.5926, 1.0212, 4.0759], [-0.5043, 0.9716, 0.3341], [-0.8476, -1.3764, -0.0133], [-1.2356, 0.0232, -1.6607], [-1.0989, -0.6397, 2.0809], [1.0924, 0.1457, -0.9840], [0.5670, -0.5675, -3.8808]], "nbo_charge": [-0.386, -0.229, -0.763, 0.315, 0.268, 0.194, 0.181, 0.188, 0.232], "total_charge": 0, "e_above_lowest_kj_mol": 87.2, "total_energy_ha": -799.30956, "homo_lumo_gap_ha": 0.2852}